ORCA calculation (ωB97M-V with the def2-TZVPD basis set) on 2 unconnected molecules or ions with the total composition C4H3F2N3 in a non-equilibrium geometry.

Its HOMO energy is -0.38209 Eh. The calculation puts the total energy at -14099.540 eV. The gap between HOMO and LUMO is 10.281 eV.

Atoms and positions in Å:
C: -0.2908 -1.4913 -0.1936
C: -2.1441 0.0714 -0.0943
C: -0.9027 -0.4219 0.4298
C: 0.6117 0.9345 0.1315
N: 0.3523 -2.2139 -0.8284
N: -3.0974 0.4752 -0.5988
N: 1.7691 0.3090 -0.3367
F: 0.7719 1.5393 1.2910
F: -0.0469 1.7890 -0.6545
H: -0.6293 -0.4920 1.4486
H: 2.1192 -0.1930 0.4319
H: 1.4872 -0.3064 -1.0265

***

ORCA calculation (ωB97M-V with the def2-TZVPD basis set) on C4H3F2NO in the gas phase in a non-equilibrium geometry.

Its HOMO energy is -0.35685 Eh. The calculation puts the total energy at -13165.073 eV. The gap between HOMO and LUMO is 10.469 eV.

Atoms and positions in Å:
C: -0.7232 0.8471 -0.1778
C: 0.2352 -0.0700 -0.0148
C: -2.1443 -0.2159 -0.0332
C: 1.7456 -0.0321 0.0100
N: -1.5977 -1.3639 0.1206
O: -0.2348 -1.3372 0.0574
F: -0.7857 2.1435 -0.0939
F: -3.3665 0.1034 -0.0241
H: 2.3450 -1.0226 0.0020
H: 2.3468 0.5728 -0.7280
H: 2.1796 0.3748 0.8817

***

ORCA calculation (ωB97M-V with the def2-TZVPD basis set) on 2 unconnected molecules or ions with the total composition C4H3F2O3P in a non-equilibrium geometry.

Its HOMO energy is 0.02011 Eh. The calculation puts the total energy at -25059.214 eV. The gap between HOMO and LUMO is 5.771 eV. Its net charge is -2.

Atoms and positions in Å:
C: 2.1252 -1.0746 -0.4758
C: 1.8962 0.1891 -0.1160
C: -0.3662 0.4005 0.1169
C: -0.7328 1.5357 0.6575
O: -2.4904 -0.7203 1.2527
O: -2.7479 -0.2521 -1.2738
O: -1.2328 -2.1320 -0.3948
F: -1.9049 2.0911 0.9510
F: 0.1624 2.6331 0.9140
P: -1.8783 -0.7696 -0.1454
H: 3.1487 -1.1570 -0.7760
H: 1.3316 -1.7058 -0.6291
H: 2.6894 0.9620 -0.0812

***

ORCA calculation (ωB97M-V with the def2-TZVPD basis set) on C4H3F3 in the gas phase in a non-equilibrium geometry.

Its spin multiplicity is 3. Its HOMO energy (spin up / spin down) is -0.29918 / -0.35005 Eh. The calculation puts the total energy at -12343.233 eV. As for the expectation value of S²: 2.046. The gap between HOMO and LUMO (spin up / spin down) is 9.101 / 7.377 eV.

Atoms and positions in Å:
C: -0.0585 0.7481 0.0185
C: 1.9789 -1.2848 -0.0147
C: 1.2216 0.0946 -0.0114
C: -1.3497 0.0359 0.0006
F: 1.1124 -2.2787 0.0309
F: -0.0861 2.0670 0.0425
F: 2.2213 1.0196 -0.0454
H: -1.9335 0.2902 0.8862
H: -1.1789 -1.0356 -0.0333
H: -1.9276 0.3438 -0.8738

***

ORCA calculation (ωB97M-V with the def2-TZVPD basis set) on a molecular structure, C4H3F3O in a non-equilibrium geometry.

Its HOMO energy (spin up / spin down) is -0.35017 / -0.32664 Eh. The calculation puts the total energy at -14390.947 eV. The gap between HOMO and LUMO (spin up / spin down) is 8.962 / 8.148 eV.

Atoms and positions in Å:
C: -1.2503 -0.7055 -0.0023
C: -1.6114 0.3024 0.8234
C: -0.6645 0.3397 -0.8560
C: 1.8388 -0.0551 -0.0979
O: -1.0088 1.3250 0.0558
F: 2.6216 0.8311 -0.6428
F: 1.9085 -0.0057 1.2908
F: 2.3012 -1.3042 -0.4141
H: -1.4842 -1.7610 -0.1078
H: -2.0140 0.6044 1.8396
H: -0.6369 0.4288 -1.8887

***

ORCA calculation (ωB97M-V with the def2-TZVPD basis set) on C4H3F3O2 in the gas phase in a non-equilibrium geometry.

Its spin multiplicity is 3. Its HOMO energy (spin up / spin down) is -0.30411 / -0.44317 Eh. The calculation puts the total energy at -16438.565 eV. As for the expectation value of S²: 2.009. The gap between HOMO and LUMO (spin up / spin down) is 8.942 / 10.662 eV.

Atoms and positions in Å:
C: 0.2842 1.9483 1.0790
C: -0.4522 0.6353 0.7571
C: -0.0269 -0.5350 0.0622
C: -0.5944 -0.9324 -1.2847
O: 0.2773 0.8649 1.8944
O: 1.2094 -0.9887 0.2396
F: -1.9067 -0.7771 -1.5654
F: 0.0622 -0.2575 -2.2930
F: -0.2161 -2.2518 -1.5863
H: 1.3936 2.1156 0.9191
H: -1.4890 0.7188 0.7716
H: 1.4586 -0.5404 1.0064